[1]
Formula: C2H2NO3S
Source: the OMol25 dataset
Level of theory: ωB97M-V with the def2-TZVPD basis set

As for the net charge: -1. For the LUMO energy, the calculation gives 4.0 eV. The energy above the lowest of the compared OMol25 structures with the same formula, charge and spin comes out at 30.8 kcal/mol.

```
9
C2H2NO3S, DFT ωB97M-V with the def2-TZVPD basis set
S 1.2383 1.0235 0.5406
N -0.2291 1.2655 0.1762
O 1.7203 1.8805 1.6358
H -1.6666 -0.0602 -0.8409
H -0.2230 0.2008 -1.7141
C -0.6817 -0.0253 -0.7150
O 0.8400 -0.9247 0.8665
O -0.7944 -2.2064 -0.0161
C -0.2038 -1.1538 0.0671
```

[2]
Formula: C31H36BN7O5S2Ti
Source: the OMol25 dataset
Level of theory: ωB97M-V with the def2-TZVPD basis set

As for the net charge: -1. For the LUMO energy (spin up / spin down), the calculation gives 2.1 / 2.1 eV. The energy above the lowest of the compared OMol25 structures with the same formula, charge and spin comes out at 15.8 kcal/mol. Its expectation value of S² is 0.77. The multiplicity is 2.

```
83
C31H36BN7O5S2Ti, DFT ωB97M-V with the def2-TZVPD basis set
H -0.4801 5.3563 0.8621
H -2.2721 -3.5114 3.5195
C -0.3764 3.2605 0.6433
C -0.9148 -5.4046 1.0699
H -4.1987 0.0033 1.5181
C -0.0135 2.4014 -4.7922
C -0.9917 -2.9536 1.2367
H 0.7661 -8.0078 5.6535
S 2.2803 0.7615 -0.4243
H -2.4633 -0.7588 -2.1861
N 1.9818 -0.7542 3.8273
H 1.0159 2.7582 -4.7546
C -1.2248 -8.2710 4.9436
C 1.1995 0.8735 2.7812
C -1.8780 -6.7928 2.7863
H -2.3390 -2.0183 -1.1095
H -4.2243 2.9789 -3.4307
H 0.5733 4.3920 -3.0476
C 2.5668 -0.5409 -4.3083
C -0.4958 4.2158 -3.1545
C -2.5402 1.1520 -4.3574
H -3.1215 3.9248 -4.4335
C -0.1114 4.4303 1.2874
H 1.5923 3.3151 3.8056
C -0.7315 -1.8473 0.7884
C 0.6639 -0.8467 -2.7983
N 0.6135 4.5277 2.4505
N -2.1676 0.5425 1.0686
C -3.2177 3.3952 -3.4835
H -0.3891 -5.3015 0.1301
C 1.0138 3.3411 2.8871
H -0.9514 3.2916 -0.2730
C 0.7484 2.1349 2.2663
H -3.0196 -1.3060 1.3787
C 2.7820 0.3349 -2.0475
O -1.7241 -8.3352 6.0328
N 1.8389 0.5952 3.9092
C -1.9748 -4.3978 2.9742
C -2.1969 2.2764 -3.3851
H 0.6225 -8.9606 4.1419
C 2.0390 -0.3369 -3.0310
H 4.6561 1.2988 -1.6780
H -0.8800 4.8627 -3.9457
H 4.2305 -0.2824 -5.6350
O -0.0689 1.9781 -2.4463
N 0.0271 2.0283 1.0791
H -3.9073 0.4426 -0.9557
H 2.4518 -1.2588 4.5572
Ti -0.1038 0.0630 -0.0454
C -0.7069 2.7437 -3.4809
H -2.3842 1.4749 0.7289
H -0.9717 4.5010 -2.2175
H -1.8435 0.6448 2.0257
B -1.0076 1.4052 -1.6074
C 4.0711 0.7680 -2.4167
H -4.5707 -1.1490 -0.5878
S -2.2552 -8.4051 3.4316
N 0.9304 -0.2289 2.0205
H 1.9394 -1.0508 -5.0282
O 0.3255 -0.9381 -1.5359
H -3.5501 0.8000 -4.1415
H 1.4032 -2.2654 2.4262
N -2.5053 -1.0281 -1.2134
H -2.8143 -5.7503 4.4072
H -0.8803 -7.5440 1.0446
O -2.2849 1.6992 -2.0611
C 1.4331 -1.2290 2.7085
H 0.0120 1.3265 -4.9522
H -1.8470 0.3148 -4.2481
H 5.5814 0.9066 -3.9079
C -1.1949 -6.6579 1.5804
C -3.6661 -0.5242 -0.5123
H -0.5113 2.8779 -5.6400
C -3.3189 -0.3472 0.9590
C -1.2941 -4.2456 1.7600
C -2.2737 -5.6511 3.4739
C 4.5854 0.5509 -3.6740
H -3.1032 4.1137 -2.6753
H -2.5152 1.4944 -5.3927
C 3.8322 -0.1113 -4.6440
C 0.2511 -8.1026 4.7024
H 0.4202 -7.2202 4.0842
O -0.1020 -1.1776 -3.6913
```

[3]
Formula: C8H11N3O3S
Source: the OMol25 dataset
Level of theory: ωB97M-V with the def2-TZVPD basis set

As for the net charge: 0. For the LUMO energy, the calculation gives 0.3 eV. The energy above the lowest of the compared OMol25 structures with the same formula, charge and spin comes out at 35.8 kcal/mol.

```
26
C8H11N3O3S, DFT ωB97M-V with the def2-TZVPD basis set
H 0.3747 -1.4582 3.1432
H 0.4598 -1.3777 0.6107
N 0.6133 0.3855 2.2198
C -0.9937 -0.9802 -3.7285
N -0.6199 1.6433 0.7095
H -0.5443 2.5576 1.1971
H 1.8768 -1.3828 2.0339
H -1.0640 1.6467 -0.2359
C -1.8679 -0.2778 -2.9551
N -0.1307 -0.6590 0.3125
H 1.7273 -0.2877 3.5874
C -1.6402 -0.1137 -1.5778
O 1.8488 2.4310 1.5225
C 1.1809 -0.7759 2.7395
O 0.0153 2.7235 3.0353
C 0.0100 0.4943 1.0381
C 0.1074 -1.5865 -3.1537
H -2.4370 0.2437 -1.0239
C 0.2764 -1.5308 -1.8198
O 2.0384 1.8328 3.9369
H 0.7010 -2.1816 -3.8320
S 1.2015 2.0298 2.7762
C -0.5224 -0.6909 -1.0363
H -1.0973 -1.1198 -4.7164
H 1.0711 -1.8057 -1.2237
H -2.5855 0.2399 -3.5595
```

[4]
Formula: C3H13NO3
Source: the OMol25 dataset
Level of theory: ωB97M-V with the def2-TZVPD basis set

As for the net charge: 0. For the LUMO energy, the calculation gives 0.7 eV. The energy above the lowest of the compared OMol25 structures with the same formula, charge and spin comes out at 44.7 kcal/mol. The SMILES is C=CCN.O.O.O.

```
20
C3H13NO3, DFT ωB97M-V with the def2-TZVPD basis set
H 0.9450 0.7542 -1.1788
H -0.4765 -0.2315 1.1697
H -0.4162 3.2800 1.7215
H -0.0963 -3.9680 -1.6721
O -0.0866 -3.0254 -1.4120
H -2.1616 2.1670 0.8899
H 2.1054 -2.3563 0.0583
O 1.7561 0.6443 -0.5772
H 2.0555 -0.8376 0.4124
H 1.7116 1.5631 -0.2106
H -1.2618 2.1447 -0.5005
C -1.5094 -0.3805 -0.6432
H 0.7153 -2.8652 -0.9839
H -1.3335 -1.5206 -0.6728
C -1.1220 0.3367 0.4898
N -0.0447 2.3878 1.3103
O 1.9756 -1.7319 0.8055
H -1.6987 0.0600 -1.6022
H 0.1330 1.7705 2.0722
C -1.1903 1.8088 0.5238
```

[5]
Formula: C31H27N3O2PPt
Source: the OMol25 dataset
Level of theory: ωB97M-V with the def2-TZVPD basis set

As for the net charge: +1. For the LUMO energy (spin up / spin down), the calculation gives -2.2 / -5.2 eV. The energy above the lowest of the compared OMol25 structures with the same formula, charge and spin comes out at 4.0 kcal/mol. Its expectation value of S² is 6.05. The multiplicity is 5.

```
65
C31H27N3O2PPt, DFT ωB97M-V with the def2-TZVPD basis set
C -1.5985 0.6632 -2.8523
H 1.9524 2.3695 -0.0868
H -1.4387 1.6695 -2.4889
C -1.2996 1.4731 0.1992
H -2.2369 -2.4871 -1.7120
C 0.7661 -2.6884 -0.6820
C -1.9856 -1.9449 -3.7689
H 0.3871 -0.2877 6.4914
N 2.6505 -0.5158 0.0233
C -3.9212 0.0907 0.0678
O 0.6768 -0.8903 1.7194
C 3.3939 -0.4128 4.0707
C -1.5608 0.3925 -4.2066
H 1.0243 4.4128 0.9114
C 1.2278 -0.3263 5.8115
H -4.1900 1.7810 -1.2502
C 2.8882 -0.2116 -4.5116
C 3.7009 -0.4534 -2.1555
C 0.8934 2.4218 0.1379
C 1.8332 -0.6414 2.1232
C -6.6594 0.2198 0.4597
H -2.8802 2.6703 1.0780
H 4.2279 -0.4444 3.3843
H -2.1413 -2.9517 -4.1323
C 3.6053 -0.2831 5.4337
C -4.6703 1.0733 -0.5849
H -1.3557 4.5760 1.5170
Pt 0.5799 -0.6196 -0.5996
H -6.4044 -1.4674 1.7600
P -2.1426 -0.0076 -0.2055
H 2.6920 -0.1337 7.3672
H 3.3156 -1.1668 -4.8246
C -0.9810 3.6710 1.0586
H -1.3859 1.1966 -4.9086
H -7.7293 0.2711 0.6121
C 0.3707 3.5727 0.7102
O 1.3996 -0.1098 -2.6882
C 5.1017 -0.5944 -0.1241
C -4.5450 -0.8242 0.9105
H 5.8863 -0.6304 -0.8752
C -1.8292 -0.3807 -1.9427
H 1.9835 -0.0100 -5.0778
H -1.7102 -1.1118 -5.7259
C 0.0702 1.3281 -0.1141
C -1.7445 -0.9068 -4.6638
N 2.9263 -0.5008 1.3143
H 0.0088 -0.5334 4.0528
H 4.6144 -0.2156 5.8178
C 3.7586 -0.5152 -0.7877
C 1.0118 -0.4626 4.4509
H 3.6375 0.5541 -4.7181
H 1.0454 -4.7765 -0.2325
C 2.5240 -0.2382 6.3032
C 2.0943 -0.5042 3.5756
C -5.9178 -0.7578 1.1046
H 4.6570 -0.5079 -2.6586
C -2.0374 -1.6859 -2.4139
C -1.8309 2.6132 0.8160
H -3.9624 -1.5816 1.4205
C -6.0385 1.1353 -0.3826
H 5.1643 -1.4723 0.5179
H -6.6229 1.8950 -0.8843
N 0.9185 -3.8064 -0.4395
H 5.2555 0.2705 0.5209
C 2.5767 -0.2602 -3.0426
```

[6]
Formula: C3H8N2O2
Source: the OMol25 dataset
Level of theory: ωB97M-V with the def2-TZVPD basis set

As for the net charge: 0. For the LUMO energy, the calculation gives 0.8 eV. The energy above the lowest of the compared OMol25 structures with the same formula, charge and spin comes out at 34.8 kcal/mol. The SMILES is c1c[nH]cn1.O.O.

```
15
C3H8N2O2, DFT ωB97M-V with the def2-TZVPD basis set
O -3.7535 0.5882 -1.7585
H -4.4460 0.0156 -2.1319
C 0.8706 0.8793 -0.2235
H -4.1946 1.3715 -1.4644
H 1.8169 0.2507 -2.1245
H 2.6682 -0.8534 1.7903
N 1.2411 0.6030 1.0975
O -1.6543 -0.8147 1.9925
H -0.0627 1.2938 -0.5651
C 1.7475 0.2582 -1.0514
H -1.2663 -0.8624 2.8461
H -0.8600 -0.6704 1.4535
C 2.2318 -0.2513 1.0107
H 3.0572 -1.3301 -0.5880
N 2.6042 -0.4781 -0.2832
```